# 1
C4H10N2O | ωB97M-V with the def2-TZVPD basis set

The SMILES is CN(C)C.N=C=O. As for the relative energy (zero: lowest compared OMol25 entry of this formula, charge and spin): 37.2 kcal per mole. As for the charge: 0.

Each line ends with the natural charge from an NBO analysis.
CARTESIAN COORDINATES (ANGSTROEM)
C  1.20326  0.20898  0.93106  -0.41
N  -0.10884  0.04788  0.34498  -0.46
C  -0.88944  -1.01086  0.94622  -0.41
C  -0.84008  1.29406  0.27802  -0.42
H  1.17692  0.71840  1.91086  0.16
H  1.66857  -0.77256  1.06259  0.20
H  1.83670  0.78382  0.24720  0.21
H  -1.14747  -0.81660  2.00345  0.16
H  -0.33114  -1.95174  0.89465  0.20
H  -1.81602  -1.13862  0.37612  0.21
H  -0.24569  2.04116  -0.25945  0.20
H  -1.77281  1.14046  -0.27516  0.21
H  -1.08359  1.70053  1.27754  0.17
N  1.35456  -0.45409  -2.04412  -0.81
C  0.13567  -0.56208  -2.10750  0.90
O  -1.02650  -0.67270  -2.21033  -0.53
H  1.89648  -0.61271  -2.88038  0.41

# 2
C4H10N2O | ωB97M-V with the def2-TZVPD basis set

The SMILES is CNC(=O)[C@H](C)N. As for the relative energy (zero: lowest compared OMol25 entry of this formula, charge and spin): 36.9 kcal per mole. As for the charge: 0.

Each line ends with the natural charge from an NBO analysis.
CARTESIAN COORDINATES (ANGSTROEM)
C  -1.84346  -1.04048  1.11769  -0.41
N  -1.30720  -0.67940  -0.19228  -0.71
C  -0.44823  0.44404  -0.16747  0.71
O  -0.86588  1.56368  -0.33068  -0.55
C  1.00231  0.15025  0.10429  -0.16
C  1.89368  1.10501  -0.71919  -0.62
N  1.34022  -1.27374  0.10330  -0.82
H  -2.09124  -2.09762  1.12507  0.21
H  -2.64776  -0.35800  1.41812  0.18
H  -1.09259  -0.87389  1.89298  0.20
H  -1.98541  -0.70678  -0.93367  0.39
H  1.11063  0.42623  1.17077  0.21
H  1.74194  0.84873  -1.76956  0.20
H  1.42556  2.08607  -0.63349  0.24
H  2.92817  1.12072  -0.39799  0.21
H  2.35372  -1.34139  0.12269  0.36
H  1.00547  -1.70751  -0.74954  0.36

# 3
C4H10N2O | ωB97M-V with the def2-TZVPD basis set

The SMILES is CNC(=O)N(C)C. As for the relative energy (zero: lowest compared OMol25 entry of this formula, charge and spin): 30.9 kcal per mole. As for the charge: 0.

Each line ends with the natural charge from an NBO analysis.
CARTESIAN COORDINATES (ANGSTROEM)
C  2.59854  -0.21560  -0.38317  -0.41
N  1.28781  0.41789  -0.43413  -0.64
C  0.27354  -0.39209  0.03551  0.77
O  0.52079  -1.56613  0.29541  -0.69
N  -1.01209  0.05389  0.17279  -0.45
C  -1.84726  -1.13523  0.62321  -0.41
C  -1.35816  1.45066  -0.19715  -0.42
H  2.97144  -0.33102  0.64340  0.19
H  2.49647  -1.21741  -0.80103  0.23
H  3.31351  0.35501  -0.97737  0.19
H  1.25542  1.41654  -0.29824  0.39
H  -1.82247  -1.22922  1.71547  0.20
H  -1.46390  -2.11582  0.27522  0.25
H  -2.85873  -1.04528  0.25426  0.19
H  -0.98841  1.70962  -1.20614  0.20
H  -2.43594  1.63113  -0.20359  0.22
H  -0.93055  2.21306  0.48555  0.19

# 4
C4H10N2O | ωB97M-V with the def2-TZVPD basis set

The SMILES is CCN/N=C\CO. As for the relative energy (zero: lowest compared OMol25 entry of this formula, charge and spin): 73.6 kcal per mole. As for the charge: 0.

Each line ends with the natural charge from an NBO analysis.
CARTESIAN COORDINATES (ANGSTROEM)
C  -2.36187  0.07844  0.63470  -0.63
C  -1.69854  -0.38397  -0.63272  -0.22
N  -0.27831  -0.28147  -0.67368  -0.46
N  0.12354  0.92190  -0.26893  -0.21
C  1.34769  1.15860  0.00692  -0.06
C  2.41747  0.12340  -0.26454  -0.14
O  2.05011  -1.10019  0.33374  -0.73
H  -2.19556  -0.66736  1.43001  0.20
H  -3.39624  0.40747  0.48719  0.22
H  -1.89427  0.95788  0.99578  0.22
H  -2.12563  0.00750  -1.53697  0.19
H  -2.00708  -1.46863  -0.79312  0.19
H  0.26415  -1.07444  -0.32785  0.39
H  1.60254  2.13741  0.45902  0.19
H  2.59547  -0.16096  -1.33302  0.20
H  3.40420  0.35588  0.18585  0.18
H  2.15234  -1.01147  1.29763  0.47

Calculated E_HOMO, -8.5 -9.2 -9.0 -8.3 eV (same order as the records).